Here is one molecule with the formula C20H24N2O3 from the Open Molecules 2025 dataset. Energies are from ωB97M-V with the def2-TZVPD basis set.

- total energy (Eh) = -1111.74142
- HOMO-LUMO gap (eV) = 8.60
- SMILES = Cc1ccc(OCC(=O)Nc2ccc(CN3CCOCC3)cc2)cc1
- ΔE to the lowest compared entry with this formula, charge and spin (eV) = 2.352
- multiplicity = 1
- max |F| (hartree/bohr) = 0.0099
- HOMO (eV) = -7.92

Geometry as XYZ:
```
49
Properties=species:S:1:pos:R:3:nbo_charge:R:1
C -3.6767 -5.7643 1.8118 -0.62
C -3.7530 -4.2803 1.6165 -0.05
C -4.5629 -3.7374 0.6238 -0.18
C -4.6366 -2.3738 0.4336 -0.28
C -3.8947 -1.5128 1.2391 0.36
O -4.0368 -0.1699 0.9738 -0.52
C -3.4762 0.7426 1.8878 -0.17
C -1.9444 0.8359 1.8146 0.65
O -1.2790 1.1530 2.7750 -0.60
N -1.4842 0.5541 0.5730 -0.60
C -0.1685 0.5272 0.1020 0.15
C 0.9320 0.7102 0.9329 -0.25
C 2.2072 0.6645 0.4015 -0.14
C 2.4208 0.4525 -0.9556 -0.07
C 3.8181 0.4468 -1.5330 -0.23
N 4.3767 1.7195 -1.9500 -0.44
C 4.7394 2.6695 -0.9166 -0.25
C 3.6063 3.6369 -0.5448 -0.09
O 3.1070 4.2957 -1.6906 -0.53
C 2.6249 3.3598 -2.6312 -0.09
C 3.7381 2.3945 -3.0625 -0.25
C 1.3132 0.2580 -1.7736 -0.19
C 0.0337 0.2925 -1.2559 -0.24
C -3.0716 -2.0403 2.2235 -0.32
C -3.0112 -3.4128 2.4028 -0.18
H -3.0391 -6.2119 1.0489 0.22
H -3.2613 -6.0065 2.7868 0.22
H -4.6637 -6.2144 1.7278 0.22
H -5.1483 -4.3934 -0.0039 0.21
H -5.2701 -1.9500 -0.3300 0.22
H -3.7694 0.5202 2.9201 0.21
H -3.8880 1.7202 1.6148 0.22
H -2.1941 0.3200 -0.1121 0.41
H 0.7833 0.8848 1.9852 0.25
H 3.0540 0.7937 1.0605 0.20
H 4.5106 0.0305 -0.7949 0.20
H 3.8363 -0.2018 -2.4154 0.20
H 5.0788 2.1312 -0.0310 0.20
H 5.5765 3.2605 -1.3086 0.20
H 3.9773 4.4217 0.1169 0.19
H 2.7880 3.0983 -0.0446 0.17
H 2.2720 3.9429 -3.4840 0.19
H 1.7802 2.8025 -2.1987 0.17
H 3.3449 1.6541 -3.7599 0.20
H 4.5152 2.9779 -3.5715 0.20
H 1.4525 0.0740 -2.8295 0.21
H -0.8169 0.1352 -1.9047 0.21
H -2.4716 -1.4026 2.8536 0.23
H -2.3688 -3.8087 3.1760 0.21
```